C3H2CuLiO3 | ωB97M-V with the def2-TZVPD basis set

As for the spin multiplicity: 2. As for the gap between HOMO and LUMO (spin up / spin down): 0.271 / 0.309 hartree. As for the expectation value of S²: 0.759. The net charge is +1. Its HOMO energy (spin up / spin down) is -0.4294 / -0.4882 Ha.

Cartesian coordinates (Å):
C -1.18434 0.25840 0.19576
C -0.30998 0.00203 1.30863
O 0.70124 -0.12069 1.77079
H -1.84860 -0.58323 0.00958
H -1.71943 1.20034 0.30351
O 0.61135 1.30228 -1.22852
C -0.02161 0.34556 -0.83478
O 0.94191 -0.67680 -0.95405
Li 1.05910 -2.43415 -0.83521
Cu 1.77036 0.70625 0.26429

Atoms 1-3, force components in eV/Å:
C 1.54 -0.08 -2.44
C -8.01 -0.02 1.00
O 6.20 -0.55 2.50